Molecular formula: C4H12O3
Method: DFT, the ωB97M-V functional and the def2-TZVPD basis

Results
LUMO   0.01961 Ha
HOMO   -9.01 eV
E   -10482.973 eV
Relative energy (zero: lowest compared OMol25 entry of this formula, charge and spin)   209.0 kJ/mol
Kohn-Sham gap   9.540 eV
SMILES string   C=CC=C.O.O.O

The geometry in XYZ format:
```
19
C4H12O3, DFT the ωB97M-V functional and the def2-TZVPD basis
C -1.0855 1.2394 -1.1711
C 0.0783 1.8269 -0.8471
C 1.2272 1.8971 -1.7736
C 1.8786 3.0625 -1.8673
H -1.1034 0.3419 -1.7764
H -1.9346 1.3464 -0.5038
H 0.1188 2.6493 -0.1393
H 1.3640 1.0136 -2.3867
H 2.6517 3.1663 -2.6102
H 1.4829 3.8498 -1.2417
H -5.2268 -2.7989 0.6476
H -5.7191 -2.7851 -0.7537
O -5.5343 -3.3753 -0.0332
H 1.2744 -2.3793 -0.9015
H 0.8910 -1.4426 0.1003
O 1.6924 -1.6775 -0.3645
H 3.0329 -2.5776 5.4685
H 2.5639 -1.2215 5.1510
O 2.3473 -2.1355 5.0026
```



Molecular formula: C37H69NO23
Method: DFT, the ωB97M-V functional and the def2-TZVPD basis

Results
Multiplicity   2
LUMO (alpha / beta)   0.07587 / 0.07587 Ha
HOMO (alpha / beta)   -4.61 / -4.61 eV
Total charge   -1
E   -88071.634 eV
Kohn-Sham gap (alpha / beta)   6.678 / 6.678 eV
Expectation value of S²   0.75

The geometry in XYZ format:
```
130
C37H69NO23, DFT the ωB97M-V functional and the def2-TZVPD basis
C 1.5993 -3.3351 1.4136
C 2.0462 -2.6578 0.0409
C 3.6136 -2.7321 0.0291
C 1.4854 -3.5912 -1.1020
C 0.1883 -3.0531 -1.8283
C -1.1237 -3.2136 -0.9723
C -1.6245 -1.9120 -0.2637
C -3.0440 -2.2358 0.3103
O -3.1973 -2.8737 1.3003
O -4.1496 -1.7783 -0.3971
C 0.0004 -3.9848 -3.0968
O 0.0067 -3.5395 -4.2541
O -0.1717 -5.2176 -2.8391
C 0.5051 -1.5882 -2.3062
C 1.2882 -0.6867 -1.2744
C 2.5938 -0.1791 -1.9697
C 0.3861 0.6164 -1.0451
N 1.4742 -1.2843 0.0707
O 2.3069 -0.5320 0.7438
H 0.5557 -3.0522 1.6906
H 2.2583 -2.8907 2.1971
H 1.7148 -4.4398 1.3820
H 3.8902 -3.6801 -0.4848
H 4.0367 -2.7664 1.0613
H 4.1191 -1.8893 -0.4811
H 2.2406 -3.8211 -1.8892
H 1.1985 -4.5750 -0.6649
H -0.9790 -4.0623 -0.2680
H -1.9341 -3.5123 -1.6847
H -0.9902 -1.5617 0.5735
H -1.7997 -1.1125 -1.0200
H -3.8412 -1.7521 -1.3213
H 1.1469 -1.6672 -3.2154
H -0.4429 -1.1268 -2.6626
H 3.0917 0.6311 -1.3863
H 2.2748 0.3126 -2.9233
H 3.3011 -0.9810 -2.2681
H 1.0461 1.5039 -0.8849
H -0.2174 0.8528 -1.9496
H -0.2334 0.4731 -0.1360
C -2.8266 6.1281 -3.9905
C -1.5629 5.5217 -4.5674
O -1.5341 4.1011 -4.3876
C -2.3160 3.3975 -5.2195
O -3.0202 3.8485 -6.0864
O -2.2022 2.1046 -4.9002
C -3.0722 1.2470 -5.6420
H -2.9478 5.8367 -2.9454
H -2.7951 7.2168 -4.0553
H -3.7110 5.7791 -4.5243
H -0.6967 5.9165 -4.0349
H -1.4384 5.7769 -5.6218
H -2.9509 1.3942 -6.7148
H -4.1072 1.4207 -5.3460
H -2.8058 0.2203 -5.3995
C -1.6949 2.4332 5.7634
C -0.4409 1.8098 5.1813
O -0.4285 0.3887 5.3664
C -1.2229 -0.3070 4.5377
O -1.9212 0.1547 3.6731
O -1.1297 -1.6035 4.8549
C -2.0171 -2.4454 4.1070
H -1.8139 2.1471 6.8108
H -1.6510 3.5211 5.6945
H -2.5870 2.0931 5.2361
H 0.4330 2.1961 5.7074
H -0.3190 2.0592 4.1257
H -1.8949 -2.2972 3.0378
H -3.0489 -2.2546 4.4041
H -1.7713 -3.4787 4.3432
C 8.2450 -3.2335 -5.6022
C 6.9264 -3.0584 -4.8749
O 7.1136 -3.0096 -3.4546
C 7.5891 -1.8588 -2.9758
O 7.8638 -0.8764 -3.6179
O 7.7345 -1.9917 -1.6517
C 8.3331 -0.8626 -1.0188
H 8.7791 -4.1064 -5.2212
H 8.0795 -3.3570 -6.6734
H 8.8956 -2.3707 -5.4537
H 6.2873 -3.9195 -5.0709
H 6.3896 -2.1733 -5.2204
H 7.7970 0.0552 -1.2593
H 9.3806 -0.7823 -1.3121
H 8.2819 -1.0236 0.0562
C -6.8678 5.1119 2.5949
C -7.8863 3.9889 2.6016
O -7.3460 2.7885 2.0409
C -6.5109 2.1073 2.8374
O -6.1942 2.4125 3.9601
O -6.0715 1.0458 2.1623
C -5.0853 0.2763 2.8610
H -6.4715 5.2626 1.5888
H -7.3188 6.0426 2.9432
H -6.0206 4.8797 3.2408
H -8.7351 4.2661 1.9750
H -8.2731 3.8021 3.6054
H -5.4407 -0.0148 3.8496
H -4.1583 0.8418 2.9389
H -4.8954 -0.6251 2.2813
C -4.0174 -2.7599 11.1663
C -2.5723 -3.1474 11.4107
O -1.8511 -3.2830 10.1817
C -1.4983 -2.1330 9.5923
O -1.7256 -1.0240 10.0063
O -0.8724 -2.4288 8.4524
C -0.5253 -1.2855 7.6614
H -4.4913 -3.4643 10.4799
H -4.5759 -2.7459 12.1037
H -4.0892 -1.7721 10.7107
H -2.5363 -4.1229 11.8974
H -2.0713 -2.4377 12.0720
H 0.0515 -0.5650 8.2424
H -1.4256 -0.8250 7.2639
H 0.0845 -1.6234 6.8322
C 0.9024 2.7888 -7.5774
C 1.4122 3.3027 -6.2454
O 2.5893 2.6023 -5.8334
C 3.7195 2.9439 -6.4531
O 3.8397 3.7809 -7.3126
O 4.7012 2.1716 -5.9717
C 5.9586 2.3558 -6.6189
H 0.7574 1.7074 -7.5392
H -0.0440 3.2667 -7.8377
H 1.6171 2.9872 -8.3771
H 0.6591 3.1195 -5.4783
H 1.5926 4.3797 -6.2707
H 6.2560 3.4044 -6.6131
H 5.9109 1.9777 -7.6407
H 6.6993 1.7805 -6.0666
```



Molecular formula: C7H10ClN3O3S
Method: DFT, the ωB97M-V functional and the def2-TZVPD basis

Results
LUMO   -0.01753 Ha
HOMO   -9.77 eV
E   -41389.981 eV
Relative energy (zero: lowest compared OMol25 entry of this formula, charge and spin)   0.0 kJ/mol
Kohn-Sham gap   9.293 eV

The geometry in XYZ format:
```
25
C7H10ClN3O3S, DFT the ωB97M-V functional and the def2-TZVPD basis
C -1.2936 -0.2866 0.7309
C 0.5523 -1.3388 -0.2137
C -1.6223 0.4717 3.1365
C -1.4178 0.6883 -0.3896
C -2.2586 -0.1232 1.8168
C 2.1515 -0.1855 -1.6838
C 1.8484 -0.1049 -3.2199
N -0.3643 -1.1469 0.7652
N 0.9770 -0.1834 -0.7781
N -0.3155 0.1931 3.3486
O 0.9837 -2.4072 -0.4732
O -2.2728 1.2477 3.7918
O 0.4806 2.1869 -1.6168
S 0.2725 1.4442 -0.4449
Cl 3.4645 -0.1784 -4.0426
H -1.3575 0.0506 -1.4115
H -2.2408 1.4577 -0.4005
H -2.6969 -1.1539 2.2530
H -3.1418 0.4355 1.5354
H 2.7890 0.6257 -1.4258
H 2.5458 -1.1349 -1.3968
H 1.3500 0.7966 -3.6879
H 1.3892 -0.9866 -3.5176
H -0.0530 -0.7163 3.0202
H 0.2303 0.3486 4.3046
```



Molecular formula: C12H13FeN4O5S3
Method: DFT, the ωB97M-V functional and the def2-TZVPD basis

Results
Multiplicity   6
LUMO (alpha / beta)   -0.00857 / -0.04688 Ha
HOMO (alpha / beta)   -8.78 / -8.64 eV
E   -95748.233 eV
Kohn-Sham gap (alpha / beta)   8.547 / 7.360 eV
Expectation value of S²   8.76

The geometry in XYZ format:
```
38
C12H13FeN4O5S3, DFT the ωB97M-V functional and the def2-TZVPD basis
Fe 0.6030 0.3627 -0.4025
N 1.7502 -1.1755 1.1033
C 0.8394 -1.5634 2.1713
C -0.5881 -1.1237 1.8698
O -1.4702 -1.3583 2.6709
O -0.7210 -0.6248 0.6725
H 2.1322 -1.9528 0.5867
H 2.5319 -0.6189 1.4304
H 1.1238 -1.1213 3.1224
H 0.7846 -2.6423 2.2972
N -2.8211 2.7747 -0.7770
C -1.8761 3.7774 -0.9090
C -0.6901 3.1436 -1.0736
N -0.9101 1.7725 -1.0599
C -2.2004 1.5890 -0.8640
H -3.8018 2.9066 -0.6169
H -2.1271 4.8255 -0.8696
H 0.3004 3.5578 -1.1837
H -2.6926 0.6299 -0.7827
O 1.4705 2.0679 0.3992
S 2.9508 1.9012 0.1046
O 3.5359 3.0641 -0.4902
O 3.6425 1.3431 1.2469
S 2.8005 0.4146 -1.3469
S 0.0989 -1.3884 -4.7156
C -0.0798 -0.2997 -3.4001
N 0.0145 -0.8217 -2.2215
C 0.2414 -2.2003 -2.2895
C 0.3672 -3.0665 -1.2014
C 0.6029 -4.4015 -1.4505
C 0.7089 -4.8853 -2.7628
C 0.5670 -4.0430 -3.8466
C 0.3270 -2.6934 -3.5940
H -0.2581 0.7591 -3.5719
H 0.2576 -2.6733 -0.1962
H 0.7008 -5.0931 -0.6219
H 0.9042 -5.9385 -2.9277
H 0.6351 -4.4174 -4.8615
```